Model w:
The following is a quantum chemistry calculation of 2 unconnected molecules or ions with the total composition C28H31N3O2, from the Open Molecules 2025 dataset.

```
64
C28H31N3O2 | the Open Molecules 2025 dataset | wB97M-V/def2-TZVPD
C -6.018 -0.729 2.831
N -4.864 -0.894 3.696
C -5.006 -1.937 4.697
C -3.674 -0.259 3.493
C -3.607 0.957 2.749
C -2.413 1.633 2.630
C -1.178 1.064 3.047
C 0.030 1.766 2.784
C 1.318 1.167 2.859
C 2.411 1.857 3.451
C 3.593 1.206 3.715
C 3.794 -0.132 3.268
N 4.943 -0.807 3.559
C 5.820 -0.451 4.653
C 5.302 -2.037 2.881
C 2.769 -0.762 2.513
C 1.561 -0.129 2.324
C -1.248 -0.165 3.780
C -2.462 -0.768 4.047
H -6.015 0.248 2.338
H -6.046 -1.515 2.055
H -6.927 -0.819 3.445
H -4.523 -1.651 5.641
H -6.078 -2.082 4.876
H -4.571 -2.892 4.366
H -4.508 1.399 2.333
H -2.390 2.630 2.200
H -0.025 2.858 2.766
H 2.281 2.901 3.735
H 4.388 1.717 4.256
H 5.572 0.525 5.071
H 5.772 -1.193 5.462
H 6.853 -0.427 4.288
H 5.061 -1.975 1.810
H 6.383 -2.185 3.003
H 4.772 -2.912 3.296
H 2.923 -1.766 2.110
H 0.783 -0.598 1.717
H -0.328 -0.618 4.150
H -2.505 -1.658 4.684
C -4.411 2.542 -1.004
C -3.453 3.581 -0.498
O -2.195 2.853 -0.279
C -1.224 3.610 0.292
C 0.076 2.922 0.257
C 1.317 3.656 0.223
C 1.364 5.024 0.582
C 2.553 5.737 0.482
C 3.722 5.100 0.039
C 3.696 3.738 -0.291
C 2.515 3.012 -0.187
C 0.025 1.593 -0.125
N 0.029 0.441 -0.384
O -1.464 4.704 0.803
H -5.420 2.953 -1.098
H -4.089 2.178 -1.985
H -4.438 1.690 -0.316
H -3.272 4.368 -1.247
H -3.809 4.026 0.441
H 0.440 5.485 0.924
H 2.568 6.799 0.733
H 4.649 5.671 -0.060
H 4.602 3.240 -0.647
H 2.483 1.950 -0.439
```

Summary:
Net charge ... 0
HOMO ... -6.225 eV

Here are the natural (NBO) charges for atoms 1 to 8, given in e: atom 1 (C): -0.398, atom 2 (N): -0.397, atom 3 (C): -0.409, atom 4 (C): 0.255, atom 5 (C): -0.283, atom 6 (C): -0.106, atom 7 (C): -0.132, atom 8 (C): 0.052


Model x:
The following is a quantum chemistry calculation of 2 unconnected molecules or ions with the total composition C28H31N3O2, from the Open Molecules 2025 dataset.

```
64
C28H31N3O2 | the Open Molecules 2025 dataset | wB97M-V/def2-TZVPD
C 0.029 2.595 1.480
N 0.324 2.820 2.811
O -0.151 2.221 3.801
O 1.166 3.799 3.022
C 0.622 3.625 0.690
C 1.860 4.130 1.244
C 2.241 5.472 0.979
C 1.497 6.221 0.073
C 0.397 5.652 -0.597
C -0.029 4.347 -0.320
H -0.882 2.047 1.234
H 2.625 3.407 1.526
H 3.111 5.866 1.501
H 1.782 7.251 -0.158
H -0.147 6.247 -1.337
H -0.907 3.896 -0.791
C 0.944 -2.156 -5.691
N 1.249 -0.887 -5.061
C 1.552 0.165 -6.002
C 2.130 1.403 -5.342
C 1.321 1.786 -4.107
C 1.106 0.632 -3.181
C 1.134 -0.691 -3.716
C 0.995 -1.781 -2.815
C 0.715 -1.557 -1.485
C 0.564 -0.239 -0.940
C 0.197 0.017 0.426
C -0.650 -0.845 1.170
C -0.828 -0.665 2.572
C -1.401 -1.630 3.372
C -1.877 -2.844 2.792
N -2.258 -3.884 3.583
C -2.806 -5.093 2.997
C -2.398 -3.768 5.019
C -1.427 -2.759 5.609
C -1.502 -1.440 4.851
C -1.918 -2.940 1.375
C -1.371 -1.948 0.595
C 0.827 0.830 -1.840
H 0.361 -2.805 -5.030
H 0.361 -1.978 -6.606
H 1.863 -2.688 -5.986
H 2.247 -0.236 -6.755
H 0.627 0.428 -6.544
H 3.170 1.207 -5.059
H 2.130 2.220 -6.068
H 1.828 2.596 -3.572
H 0.347 2.179 -4.435
H 1.094 -2.803 -3.187
H 0.601 -2.422 -0.832
H 0.803 0.747 0.980
H -0.471 0.251 3.037
H -2.147 -5.474 2.205
H -2.882 -5.854 3.782
H -3.807 -4.934 2.563
H -3.433 -3.468 5.269
H -2.243 -4.768 5.445
H -1.668 -2.609 6.663
H -0.409 -3.161 5.554
H -0.702 -0.770 5.176
H -2.456 -0.947 5.095
H -2.366 -3.822 0.909
H -1.451 -2.038 -0.488
H 0.767 1.849 -1.460
```

Summary:
Net charge ... 0
HOMO ... -5.293 eV

Here are the natural (NBO) charges for atoms 1 to 8, given in e: atom 1 (C): -0.280, atom 2 (N): 0.433, atom 3 (O): -0.536, atom 4 (O): -0.494, atom 5 (C): -0.144, atom 6 (C): -0.014, atom 7 (C): -0.318, atom 8 (C): -0.200


Bottom line: model w, by a margin of 4.464 eV.